2 unconnected molecules or ions with the total composition C4H9N2S2 in a non-equilibrium geometry, computed with wB97M-V/def2-TZVPD.

Its net charge is +1. As for the HOMO-LUMO gap: 10.495 eV. For the energy relative to the best compared isomer or geometry (same formula, charge and spin), the calculation gives 51.8 kJ/mol. Its spin multiplicity is 1.

Last column: Löwdin charge in e.
Positions of all 17 atoms, in Å:
H 0.392 -2.127 -2.296  0.14
N 0.013 1.015 0.216  0.11
C -0.624 -1.747 -1.935  -0.02
H 1.209 1.232 4.797  -0.24
C -0.176 -0.308 0.008  -0.61
H -0.299 2.731 -0.987  0.14
N -0.492 -0.503 -1.255  -0.13
C -0.573 0.757 -1.927  0.03
S 1.269 1.235 3.528  0.56
S -0.080 -1.716 1.000  0.96
H -0.992 -2.542 -1.199  0.09
H 0.138 -1.058 2.164  -0.13
C -0.266 1.657 -0.959  -0.05
H -1.279 -1.603 -2.716  0.08
H 0.105 1.544 1.096  0.12
H 2.270 0.357 3.398  -0.18
H -0.616 1.075 -2.933  0.13

Force components x, y, z for each atom (eV/Å):
-1.3 0.7 0.3
-0.6 -0.2 0.5
2.2 -2.9 2.1
0.0 -0.2 2.1
0.2 0.0 0.6
0.2 0.1 -0.2
0.0 2.3 -1.9
1.1 0.4 2.9
0.0 0.1 -2.5
0.3 0.2 0.9
0.2 1.1 -1.2
-0.1 0.0 -0.2
-0.4 0.3 -0.6
-1.4 0.0 -1.7
0.1 -1.0 -0.4
0.1 0.0 0.3
-0.5 -0.9 -1.1



3 unconnected molecules or ions with the total composition C6H16O4 in a non-equilibrium geometry, computed with wB97M-V/def2-TZVPD.

Its net charge is 0. As for the HOMO-LUMO gap: 10.697 eV. For the energy relative to the best compared isomer or geometry (same formula, charge and spin), the calculation gives 277.6 kJ/mol. Its spin multiplicity is 1.

Last column: Löwdin charge in e.
Positions of all 26 atoms, in Å:
C 1.013 0.325 1.069  -0.10
O -1.448 -2.642 -2.015  -0.08
C 1.487 2.607 0.020  -0.24
C 3.336 0.942 0.366  -0.04
H 1.629 3.071 1.055  0.13
H 1.809 -0.468 1.619  0.20
H -0.449 3.779 -0.289  0.05
O -0.495 -0.782 -0.452  0.05
H -2.625 -2.230 -0.332  -0.08
H 1.293 0.902 -0.799  0.13
C 0.020 2.825 -0.461  -0.11
H -0.036 2.815 -1.692  0.13
H -3.879 -2.122 -1.113  0.05
O -3.518 -2.334 -0.251  0.00
H 1.980 3.314 -0.674  0.12
H -0.777 2.154 -0.324  0.03
C 1.807 1.149 0.150  -0.41
O -1.050 -0.812 1.712  0.07
H -0.680 -2.316 -2.554  0.09
H -1.133 -3.325 -1.381  0.08
H 3.796 1.244 1.242  0.05
C -0.286 -0.375 0.828  -0.47
H 0.736 0.958 1.849  0.10
H 3.558 -0.066 0.548  0.05
H 3.922 1.388 -0.454  0.09
H -1.320 -1.379 -0.480  0.10

Force components x, y, z for each atom (eV/Å):
1.6 -1.9 3.3
0.9 -0.4 -0.3
-2.3 2.6 2.5
-1.2 0.1 -2.7
-0.3 -0.2 -1.1
-2.6 1.7 -1.5
0.4 0.6 0.6
-0.9 -0.1 0.4
3.0 0.2 -0.3
1.9 -1.1 -0.8
0.3 0.8 -4.1
0.7 0.0 2.7
0.0 0.0 -0.2
-3.8 -0.4 0.7
0.9 -1.2 0.3
-0.6 -1.6 1.2
1.0 0.3 -3.1
2.1 1.8 -1.8
-0.9 -0.7 1.1
0.0 0.5 -1.1
0.0 2.0 2.2
-1.8 -3.2 0.6
-0.3 1.0 2.1
0.2 -2.0 -1.0
-0.2 -0.5 0.2
2.0 1.7 0.0



A molecular structure, C11H13ClIr in a non-equilibrium geometry, computed with wB97M-V/def2-TZVPD.

Its net charge is 0. Its expectation value of S² is 8.7815. As for the HOMO-LUMO gap (spin up / spin down): 5.412 / 6.214 eV. Its spin multiplicity is 6.

Last column: Mulliken spin population.
Positions of all 26 atoms, in Å:
C -1.705 -1.302 -1.116  0.26
H -1.648 -2.249 -1.652  0.02
C 1.383 0.791 -1.519  0.46
C 2.158 -1.153 -0.562  0.35
C 1.429 1.038 -0.093  0.04
H -2.564 -1.936 0.879  0.01
H 2.315 -0.255 1.544  0.00
C -2.183 -1.151 0.232  0.16
C -2.137 0.254 0.563  0.02
C -0.045 1.069 2.182  0.45
H 1.464 2.001 0.411  0.01
C -1.340 -0.035 -1.606  0.40
H -0.983 0.170 -2.609  0.03
C -1.535 0.940 -0.569  0.16
Ir -0.114 -0.163 0.646  2.04
H 0.948 1.468 2.399  -0.03
C 1.837 -0.522 -1.774  0.19
C 1.936 -0.224 0.527  0.06
H 1.094 1.544 -2.253  0.00
H -1.407 2.010 -0.645  0.00
H -0.754 1.892 2.059  0.00
H 2.566 -2.143 -0.432  0.02
H 1.972 -0.953 -2.766  0.02
H -2.490 0.712 1.477  0.01
H -0.362 0.410 2.991  0.00
Cl 0.164 -2.213 1.686  0.32

Force components x, y, z for each atom (eV/Å):
-1.3 -0.9 1.1
0.1 0.4 0.2
0.5 0.9 0.6
0.0 0.4 0.3
1.8 -0.6 -0.5
0.3 0.2 -0.2
0.4 -0.2 -0.4
-1.0 -0.1 -1.7
-1.2 0.2 -0.3
0.0 2.7 3.1
0.0 -0.2 -0.4
-0.6 0.8 -0.9
-0.1 0.0 0.2
-1.4 -0.2 -0.3
1.7 -3.0 -2.0
0.0 0.0 0.2
0.1 -0.5 -0.4
1.6 1.9 -0.3
0.1 -0.4 0.2
0.0 -0.1 -0.1
0.1 0.1 0.4
-0.2 0.0 -0.1
-0.2 0.1 0.4
-0.4 0.0 -0.3
-0.1 0.2 0.4
0.1 -1.8 0.8



A gas-phase ion, C3H8NO (charge +1) in a non-equilibrium geometry, computed with wB97M-V/def2-TZVPD.

Its net charge is +1. Its expectation value of S² is 2.0082. As for the HOMO-LUMO gap (spin up / spin down): 9.152 / 7.167 eV. For the energy relative to the best compared isomer or geometry (same formula, charge and spin), the calculation gives 154.6 kJ/mol. Its spin multiplicity is 3.

Last column: Mulliken spin population.
Positions of all 13 atoms, in Å:
H 1.065 -1.866 -0.181  0.00
O 2.287 0.003 -0.096  0.28
H -2.049 0.202 -0.376  0.01
C 0.846 -0.784 -0.049  0.82
H 1.050 1.467 -0.155  0.00
H -0.392 1.755 0.926  0.04
H 2.891 -0.671 0.208  -0.01
H -0.441 1.789 -0.932  0.03
H -1.912 -1.071 1.053  0.07
H -1.591 -1.478 -0.464  0.04
C -1.498 -0.618 0.108  0.04
N -0.216 -0.079 0.009  0.69
C -0.040 1.349 -0.051  0.01

Force components x, y, z for each atom (eV/Å):
-0.9 1.2 0.0
-5.6 -1.7 0.3
-1.0 -0.7 0.9
12.9 -5.1 -0.4
-0.7 0.6 0.4
0.0 0.1 -0.8
0.7 -0.7 0.1
-1.1 0.4 -0.6
0.6 1.2 0.1
0.2 -1.9 -1.8
-1.2 1.4 0.2
-5.6 5.2 0.6
1.8 0.0 1.0